INO2 | the ωB97M-V functional and the def2-TZVPD basis

Each line ends with the Löwdin charge.
Atoms and positions in Å:
N -0.435400 0.123723 1.033057  0.15
O -0.372496 1.181461 1.375646  0.15
O 0.370357 0.141272 -0.734562  -1.09
I 0.437539 -1.446455 -1.674141  0.79

Atoms 1-3, force components in eV/Å:
N 0.9559 0.8378 -1.7402
O -0.0667 -0.9437 -0.2720
O -0.9145 2.3728 3.1911

The value obtained for the frontier orbital gap (alpha / beta) is 7.08 / 7.07 eV. The spin multiplicity is 1. As for the energy: -13681.0777 eV. The value obtained for the LUMO energy (alpha / beta) is -1.52 / -1.53 eV. As for the energy above the lowest of the compared OMol25 structures with the same formula, charge and spin: 84.4 kJ/mol.